(1)
Here is an isolated molecule of C7H15N from the Open Molecules 2025 dataset. Energies are from wB97M-V/def2-TZVPD.

Results
Charge: 0
HOMO energy (eV): -9.211
SMILES: C=C(CC)C[C@@H](C)N
Energy relative to the best compared isomer or geometry (same formula, charge and spin) (kcal per mole): 27.1
HOMO-LUMO gap (eV): 10.2
LUMO (Eh): 0.0371

```
23
Properties=species:S:1:pos:R:3:forces:R:3
C 2.776478 -0.123791 -0.246825 0.02 0.09 -0.35
C 1.305423 -0.273191 -0.592245 -1.55 -0.86 0.65
C 0.509836 -0.351823 0.740201 1.09 -0.24 1.02
C -0.995286 -0.322977 0.726255 0.50 2.02 0.40
C -1.778281 -1.378613 0.623909 -0.52 -0.85 -0.04
C -1.585604 1.103223 0.868999 0.12 -1.37 0.76
C -1.608797 1.805027 -0.468941 0.98 0.40 -1.03
N 0.969632 -1.488547 -1.375036 0.44 0.59 -0.75
H 3.458738 -0.310246 -1.089048 -0.35 -0.07 0.27
H 2.962538 0.876719 0.132329 0.03 0.27 -0.05
H 2.988437 -0.785241 0.583920 0.35 -0.42 0.00
H 0.914170 0.593953 -1.142379 0.39 -0.09 0.01
H 0.818129 -1.225519 1.332289 0.05 -0.58 -0.77
H 0.968719 0.378746 1.431339 -0.78 0.53 -0.38
H -2.865014 -1.330758 0.695655 0.20 0.33 -0.10
H -1.423895 -2.397373 0.473779 0.28 0.21 0.15
H -2.536077 0.951894 1.398680 -0.25 0.39 -0.74
H -1.010954 1.701177 1.577658 0.27 -0.18 0.02
H -0.665941 2.346129 -0.712015 -0.57 0.28 0.86
H -1.522366 1.112067 -1.298851 -0.89 -0.54 -0.11
H -2.459648 2.461386 -0.610303 -0.02 0.14 -0.08
H 0.378907 -2.146338 -0.891167 0.10 0.05 0.48
H 0.400862 -1.195895 -2.158204 0.14 -0.14 -0.23
```
Forces are in eV/Å.

(2)
Here is a cluster of 2 separate species, C7H15N in total from the Open Molecules 2025 dataset. Energies are from wB97M-V/def2-TZVPD.

Results
Charge: 0
HOMO energy (eV): -9.256
SMILES: [H]/N=C(\C)C(C)C.C=C
Energy relative to the best compared isomer or geometry (same formula, charge and spin) (kcal per mole): 28.8
HOMO-LUMO gap (eV): 10.3
LUMO (Eh): 0.0368

```
23
Properties=species:S:1:pos:R:3:forces:R:3
C 1.358661 0.403326 0.625445 -0.50 -0.16 0.10
C 0.989660 -0.913294 1.309523 -0.14 -0.07 0.17
C 2.210951 0.123388 -0.609458 0.25 0.22 -0.26
H 1.942157 1.003389 1.334040 0.03 0.05 -0.10
H -1.654652 -1.430134 -1.788172 -0.17 -0.01 0.00
H 3.094812 -0.467132 -0.345715 -0.15 0.07 -0.01
H 0.259720 -0.761865 2.111582 0.09 -0.01 -0.19
H 1.877696 -1.381463 1.747255 -0.03 0.11 -0.11
H 0.560654 -1.624199 0.595024 -0.01 0.19 0.09
H 1.643406 -0.429587 -1.366377 0.01 0.03 0.18
H 2.560412 1.050491 -1.073688 0.02 -0.11 0.01
C 0.329500 2.687869 -0.107842 0.25 -0.15 -0.06
C 0.134488 1.236045 0.251528 -1.78 -0.28 -0.08
C -2.571933 -1.703368 -1.275118 0.09 -0.44 0.76
C -2.530171 -2.381323 -0.124784 -0.01 0.44 -0.75
N -1.046563 0.715497 0.263346 1.42 0.13 0.25
H -1.768609 1.394288 0.001029 0.33 -0.09 -0.01
H -3.512742 -1.371198 -1.698464 0.05 -0.04 -0.06
H 1.108153 2.788661 -0.866327 0.06 0.17 0.10
H -0.595104 3.118244 -0.502650 0.15 -0.07 0.10
H 0.624792 3.239354 0.788105 0.11 0.09 -0.11
H -3.434861 -2.622457 0.421192 0.06 -0.05 -0.02
H -1.580428 -2.674531 0.310524 -0.15 -0.01 0.01
```
Forces are in eV/Å.

(3)
Here is a cluster of 2 separate species, C7H15N in total from the Open Molecules 2025 dataset. Energies are from wB97M-V/def2-TZVPD.

Results
Charge: +1
HOMO energy (spin up / spin down) (eV): -11.929 / -14.585
Energy relative to the best compared isomer or geometry (same formula, charge and spin) (kcal per mole): 142.7
Spin multiplicity: 2
⟨S²⟩: 0.754
HOMO-LUMO gap (spin up / spin down) (eV): 5.6 / 8.2
LUMO (spin up / spin down) (Eh): -0.2340 / -0.2328

```
23
Properties=species:S:1:pos:R:3:forces:R:3
C -2.275179 -0.659431 -2.982844 -1.91 0.98 -2.45
C -2.366386 -1.397717 -1.697959 -5.06 -2.30 -0.80
C 2.907689 -0.163646 0.203087 -1.16 0.27 0.64
N -0.035964 -0.233554 -0.455791 4.33 2.30 -0.20
C 0.507471 0.281716 0.684259 -2.62 0.65 -0.34
C 1.860529 0.118881 1.051586 0.07 -0.29 -0.76
C 2.128027 0.634365 2.391705 -1.20 0.43 1.84
C -0.524106 1.087036 1.525082 -0.17 -0.52 0.14
H -1.549804 -0.245187 -2.361786 2.89 2.98 -0.45
H -1.837462 -1.073567 -3.952713 -0.40 0.01 1.84
H -3.050469 0.166391 -3.322581 1.40 -1.77 1.31
H -2.254431 -2.451077 -1.852728 1.13 -0.77 0.43
H -3.374020 -1.320938 -1.162637 1.64 0.66 -0.12
H 3.865771 -0.152936 0.704787 0.28 -0.04 -0.35
H 2.878559 -0.262115 -0.874071 -0.33 -0.27 0.07
H -0.536918 0.384629 -1.018111 -1.31 1.67 -0.38
H -0.544936 -1.018943 -0.406822 -1.82 -4.47 0.13
H 3.070831 1.108619 2.453037 0.95 0.52 0.20
H 2.058837 -0.117904 3.192312 0.01 0.10 -0.28
H 1.309694 1.377061 2.585114 1.59 -0.47 0.32
H -1.644326 1.025796 1.191280 2.42 -0.21 0.39
H -0.193142 2.125127 1.490734 -0.20 0.33 0.12
H -0.400266 0.787395 2.615059 -0.51 0.22 -1.31
```
Forces are in eV/Å.

(4)
Here is the ion C7H15N with charge +1 from the Open Molecules 2025 dataset. Energies are from wB97M-V/def2-TZVPD.

Results
Charge: +1
HOMO energy (spin up / spin down) (eV): -13.025 / -12.715
Energy relative to the best compared isomer or geometry (same formula, charge and spin) (kcal per mole): 129.4
Spin multiplicity: 2
⟨S²⟩: 0.758
HOMO-LUMO gap (spin up / spin down) (eV): 7.9 / 6.1
LUMO (spin up / spin down) (Eh): -0.1886 / -0.2426

```
23
Properties=species:S:1:pos:R:3:forces:R:3
C 1.020837 -1.584546 -1.017262 0.22 0.56 -0.53
C 0.489096 -0.279430 -1.615693 -1.78 2.34 -0.79
C -0.860127 0.364140 -0.994343 1.45 -0.91 0.28
C 0.563399 0.783439 1.000660 -2.63 -0.55 0.70
C -0.786133 0.505172 0.546655 0.93 -2.25 -0.23
C -1.808792 -0.433599 1.318305 0.89 0.74 0.28
C -0.756982 1.991894 0.985756 0.77 4.63 -0.54
N 2.219181 -1.323736 -0.252182 0.35 0.43 1.89
H 0.384614 -1.993705 -0.244896 -0.82 -0.41 -0.37
H 1.117627 -2.312583 -1.899661 0.38 0.74 1.68
H 1.292496 0.558491 -1.753443 -1.30 -1.75 0.29
H 0.018353 -0.479824 -2.575619 0.80 -0.07 -0.62
H -1.639131 -0.372999 -1.205724 -0.12 0.37 -0.01
H -1.087555 1.321928 -1.488669 0.06 -0.42 0.18
H 0.872731 0.903511 2.046387 0.53 -0.47 -0.39
H -1.503130 -1.459014 1.090918 0.03 0.11 0.18
H -1.690675 -0.243568 2.413183 -0.44 -0.31 -0.82
H -2.875362 -0.356372 0.969142 1.17 0.48 0.30
H -1.819663 2.272266 0.873329 0.14 -0.42 0.02
H -0.250486 2.697461 0.205674 -0.78 -1.17 1.26
H -0.497711 2.394758 2.004182 -0.41 -0.73 -0.78
H 2.941777 -0.812262 -0.749825 -0.13 0.01 0.31
H 2.034054 -0.934349 0.735832 0.67 -0.96 -2.29
```
Forces are in eV/Å.

(5)
Here is the ion C7H15N2O with charge +1 from the Open Molecules 2025 dataset. Energies are from wB97M-V/def2-TZVPD.

Results
Charge: +1
HOMO energy (eV): -14.536
SMILES: CCC[C@]1(O)N=CC[N@H+]1C
Energy relative to the best compared isomer or geometry (same formula, charge and spin) (kcal per mole): 87.8
HOMO-LUMO gap (eV): 11.4
LUMO (Eh): -0.1159

```
25
Properties=species:S:1:pos:R:3:forces:R:3
C 1.770107 1.800009 -0.048296 1.10 0.34 -1.67
C 2.490631 0.552073 -0.589646 -0.68 0.88 0.97
C 0.323480 0.186692 0.382607 -1.29 -1.44 1.14
C -3.524833 0.167762 -0.394366 0.10 0.82 4.16
C 1.902172 -1.836888 0.123793 -5.06 -0.39 -0.91
C -0.992013 -0.165271 -0.340468 -0.65 -1.65 3.32
C -2.143923 0.542308 0.329430 -1.03 0.07 1.89
N 0.593130 1.584071 0.356913 0.88 0.17 0.59
N 1.421105 -0.553968 -0.443450 2.84 2.79 2.30
O 0.482290 -0.344857 1.789976 -1.18 1.86 -1.58
H 2.325566 2.806550 -0.119734 -1.32 -1.50 0.31
H 2.878198 0.539085 -1.577184 -0.56 0.51 -1.52
H 3.446831 0.514433 -0.130229 0.60 -1.13 1.67
H -3.828016 0.855838 -1.091207 -0.14 1.85 -2.01
H -4.419708 0.195120 0.302178 1.28 -0.10 -0.29
H -3.564666 -0.779944 -0.828514 0.47 -1.67 -0.64
H 2.854806 -1.957484 -0.071898 4.58 -1.01 -1.99
H 1.863327 -1.977950 1.152990 -0.63 0.91 1.95
H 1.161611 -2.546100 -0.267181 0.92 -0.43 -0.15
H -1.021243 0.235329 -1.298942 0.67 -0.01 -2.27
H -1.243310 -1.297698 -0.193276 0.89 1.87 -0.90
H -2.061479 0.205228 1.412856 -0.95 0.03 -1.11
H -1.909968 1.633815 0.484881 -0.67 -0.88 -0.92
H 1.196469 -0.594276 -1.419267 -1.13 -0.90 -0.34
H -0.000564 0.236134 2.478029 0.98 -0.98 -1.99
```
Forces are in eV/Å.

(6)
Here is a cluster of 2 separate species, C7H15N2O in total from the Open Molecules 2025 dataset. Energies are from wB97M-V/def2-TZVPD.

Results
Charge: +1
HOMO energy (eV): -12.180
Energy relative to the best compared isomer or geometry (same formula, charge and spin) (kcal per mole): 109.5
HOMO-LUMO gap (eV): 9.0
LUMO (Eh): -0.1177

```
25
Properties=species:S:1:pos:R:3:forces:R:3
C 1.259733 -0.224314 1.108409 1.21 -1.89 -0.25
C 1.079848 -0.545839 -1.260363 -1.77 -1.09 -0.87
C -0.247836 1.213378 0.005761 -1.07 0.03 -1.19
C 2.776483 -0.070362 0.916848 -0.75 0.46 2.11
C 2.594812 -0.437140 -1.331780 0.30 -1.55 -2.47
C -2.442658 0.132804 0.145257 2.30 2.47 0.75
C -3.626406 0.931046 0.391768 -3.24 -0.61 -2.59
N -2.435332 -1.130676 0.094877 -4.55 -1.66 0.23
N 0.661253 0.266787 -0.107523 -1.34 0.99 0.69
O 3.207836 -0.823624 -0.168493 0.37 -0.12 0.89
H 1.224596 -1.328824 1.139130 -0.92 0.24 0.01
H 0.770717 0.166692 1.992113 0.36 0.37 0.09
H 0.505009 -0.309280 -2.227321 1.08 0.09 1.50
H 0.759449 -1.589868 -0.962130 0.55 0.85 -0.56
H -0.702264 1.712921 -0.842663 0.49 -0.50 -0.44
H -0.355189 1.891066 0.864474 0.31 -1.12 0.19
H 2.888374 1.011851 0.841615 1.00 0.12 -0.33
H 3.246991 -0.483879 1.818507 0.23 0.40 -0.34
H 3.106357 -1.021505 -2.160303 -1.17 0.28 0.88
H 2.815407 0.554538 -1.590536 0.43 1.90 -0.13
H -3.813446 1.805522 -0.315105 0.77 -1.29 0.28
H -3.793164 1.454904 1.285609 0.74 0.27 1.84
H -4.549377 0.276112 0.289121 0.62 0.66 0.07
H -3.295018 -1.818989 0.133737 1.48 1.91 0.09
H -1.636186 -1.633310 -0.060999 2.59 -1.20 -0.46
```
Forces are in eV/Å.

(7)
Here is the ion C7H15N2O with charge +1 from the Open Molecules 2025 dataset. Energies are from wB97M-V/def2-TZVPD.

Results
Charge: +1
HOMO energy (spin up / spin down) (eV): -8.543 / -14.244
Energy relative to the best compared isomer or geometry (same formula, charge and spin) (kcal per mole): 55.4
Spin multiplicity: 3
⟨S²⟩: 2.024
HOMO-LUMO gap (spin up / spin down) (eV): 5.0 / 5.8
LUMO (spin up / spin down) (Eh): -0.1286 / -0.3097

```
25
Properties=species:S:1:pos:R:3:forces:R:3
C -1.652992 -1.282676 -0.908107 -3.30 2.67 -0.60
C 1.233489 -0.272334 -0.077263 -1.81 2.09 4.09
C 0.637836 -0.820434 -1.339009 2.77 -2.01 -3.39
C -0.549750 0.733738 1.204777 -7.68 -1.89 4.38
C -1.401927 1.814535 1.808440 2.08 -0.65 -2.10
C 0.728145 2.133809 -0.217041 0.16 0.97 0.73
C -0.142414 -3.237883 -0.634344 1.00 -0.77 -0.13
N 0.425463 0.907065 0.447229 7.28 -0.32 -5.24
N -0.369023 -1.802272 -1.073893 -0.79 -2.58 1.84
O -2.621454 -1.576643 -0.223672 1.93 -1.67 0.00
H -1.851077 -0.444681 -1.588178 0.70 0.13 -0.21
H 1.313755 -0.947734 0.863484 -0.09 0.44 -2.03
H 2.165611 0.214944 -0.228063 1.08 -0.42 -0.66
H 0.343873 -0.027629 -2.151935 0.19 -1.45 1.89
H 1.524635 -1.475653 -1.807401 -1.74 1.47 0.67
H -0.754411 -0.243238 1.604651 0.40 -0.44 0.05
H -1.508444 2.596588 1.107237 0.07 1.35 -0.46
H -0.943094 2.098084 2.686574 1.16 1.41 2.00
H -2.353806 1.575919 2.096021 -2.45 -1.43 0.40
H 1.130912 2.856822 0.469598 -0.82 0.82 1.04
H 1.655466 2.092927 -0.723978 0.59 -0.81 -1.58
H -0.078772 2.577074 -0.798000 -0.01 -0.09 -0.18
H -0.854442 -3.579431 0.173553 0.42 0.94 -1.02
H -0.218822 -4.020164 -1.492560 -0.12 1.74 0.98
H 0.908447 -3.362419 -0.243580 -1.01 0.47 -0.47
```
Forces are in eV/Å.

(8)
Here is the ion C7H15N2O2 with charge +1 from the Open Molecules 2025 dataset. Energies are from wB97M-V/def2-TZVPD.

Results
Charge: +1
HOMO energy (eV): -13.501
Energy relative to the best compared isomer or geometry (same formula, charge and spin) (kcal per mole): 52.4
HOMO-LUMO gap (eV): 9.1
LUMO (Eh): -0.1612

```
26
Properties=species:S:1:pos:R:3:forces:R:3
C -1.523603 2.268209 -0.402162 -1.44 0.42 -1.93
C -0.365219 0.046840 -0.931238 -1.19 -0.26 -1.76
C -0.024407 0.017831 0.538263 2.63 1.74 0.82
C 0.006821 -2.499536 -1.177050 -2.32 0.47 -0.20
C 1.794403 0.370378 2.400151 -1.73 -2.76 -0.17
C -0.975114 -1.303567 -1.410751 0.08 -1.04 1.32
C 1.335125 0.496305 0.941782 1.03 0.59 -0.24
N -1.274692 1.185325 -1.248150 1.07 -0.78 2.75
N -1.148797 2.316629 0.784870 1.31 -2.31 0.62
O 0.861007 0.205456 -1.629086 0.38 -0.04 -0.87
O -0.703005 -0.645071 1.344568 -1.51 -1.43 1.77
H -2.181420 3.008417 -0.932890 0.58 -0.45 0.56
H -0.484002 -3.369529 -1.721322 1.39 0.86 0.81
H -0.016180 -2.609521 -0.121334 0.03 -1.06 1.02
H 1.011783 -2.209411 -1.385421 0.68 -0.41 -0.90
H 1.843791 -0.753471 2.754471 0.62 2.09 -0.75
H 0.938995 0.737728 2.968507 0.57 0.80 0.68
H 2.727711 0.934837 2.456320 -0.30 -0.34 0.70
H -1.959095 -1.601374 -0.930532 1.05 0.88 -0.69
H -1.043636 -1.277940 -2.473966 -0.73 0.66 -0.89
H 2.040288 -0.067984 0.278349 -0.50 0.83 0.24
H 1.391372 1.610757 0.776941 -0.06 -1.29 -0.78
H -1.342559 1.260871 -2.218917 -0.47 0.65 -1.55
H -1.459929 2.892960 1.539295 -0.37 0.87 -0.45
H 0.933728 -0.278522 -2.507994 -0.67 0.75 1.75
H -0.383365 -0.736618 2.307297 -0.13 0.55 -1.85
```
Forces are in eV/Å.

(9)
Here is a structure of composition C7H15N2Os from the Open Molecules 2025 dataset. Energies are from wB97M-V/def2-TZVPD.

Results
Charge: +1
HOMO energy (spin up / spin down) (eV): -10.958 / -12.496
Energy relative to the best compared isomer or geometry (same formula, charge and spin) (kcal per mole): 5.5
Spin multiplicity: 5
⟨S²⟩: 6.009
HOMO-LUMO gap (spin up / spin down) (eV): 7.4 / 7.8
LUMO (spin up / spin down) (Eh): -0.1311 / -0.1715

```
25
Properties=species:S:1:pos:R:3:forces:R:3
C -2.364326 1.660999 -1.622515 1.79 0.28 0.52
Os 1.711631 -1.226537 -1.401812 1.64 1.76 0.45
N 1.809114 -2.423294 -2.957125 0.75 -2.66 -2.86
H 1.105302 0.214251 -2.049268 0.06 0.69 -0.17
H 2.678596 -2.712796 -3.414565 0.14 0.24 0.12
H -2.847861 0.842075 -2.097061 -0.89 -0.39 -0.48
H -2.411059 2.602105 -2.183372 -0.26 -0.39 0.16
H -1.294018 1.352851 -1.593645 -0.44 0.39 0.06
H -2.684033 1.782541 -0.585486 -0.18 0.08 -0.24
H 1.282935 -3.294861 -2.876377 -0.15 0.17 -0.09
H 1.323244 -1.819677 -3.612111 -0.20 -0.21 -0.60
N 0.284589 -1.343203 -0.025127 -2.55 -0.12 2.73
C 0.275553 -0.261794 0.973910 -0.48 -0.10 0.96
C 1.429262 0.401002 1.360395 -0.20 0.28 0.60
C 1.333538 1.252165 2.491477 -0.19 0.13 -0.44
C 0.101538 1.446378 3.122562 -0.37 -0.29 0.07
C -1.052391 0.756706 2.703069 0.16 -0.03 -0.54
C -0.956557 -0.112078 1.617546 0.47 0.33 0.19
H 0.169951 -2.195548 0.527856 0.45 -0.16 -0.06
H -0.651034 -1.292784 -0.443833 0.34 0.12 -0.51
H 2.369383 0.253938 0.806010 -0.36 0.11 0.44
H 2.200028 1.810083 2.868489 -0.32 -0.38 -0.35
H -0.001542 2.126871 3.975213 0.27 -0.28 -0.39
H -2.025120 0.899172 3.179774 0.46 0.03 -0.01
H -1.786721 -0.718567 1.235996 0.05 0.42 0.41
```
Forces are in eV/Å.